1.
Here is a structure of composition C17H31Cl2NO3P2Ti from the Open Molecules 2025 dataset. Energies are from ωB97M-V/def2-TZVPD.

## Properties
* frontier orbital gap (alpha / beta): 7.04 / 7.05 eV
* strongest force on any atom: 4.5 eV Å⁻¹
* HOMO level (alpha / beta): -6.64 / -6.64 eV
* energy above the lowest of the compared OMol25 structures with the same formula, charge and spin: 0.0 kJ/mol

Last column: Mulliken charge in e.
Atoms and positions in Å:
Ti1 0.066 -0.070 0.227  -0.3563
P1 2.670 -0.124 -0.104  1.1204
P2 -2.593 0.290 0.238  1.3546
N1 0.016 0.641 -1.422  0.1792
H1 1.005 -1.561 1.406  -1.1489
C1 3.291 -1.605 -0.965  -1.1391
H2 4.389 -1.657 -0.946  0.4204
H3 2.941 -1.584 -2.006  0.3028
H4 2.871 -2.502 -0.487  0.1917
C2 3.541 -0.053 1.490  -1.0100
H5 4.626 -0.129 1.344  0.4332
H6 3.191 -0.884 2.117  0.3245
H7 3.291 0.887 2.002  0.0438
C3 3.338 1.302 -1.032  -1.1435
H8 4.439 1.306 -1.032  0.4539
H9 2.973 2.231 -0.573  0.2581
H10 2.971 1.275 -2.066  0.3033
C4 -3.475 -1.133 -0.480  -1.2754
H11 -4.562 -1.040 -0.347  0.4401
H12 -3.114 -2.060 -0.016  0.2554
H13 -3.228 -1.174 -1.549  0.3036
C5 -3.190 0.346 1.959  -1.2148
H14 -4.287 0.401 1.969  0.4380
H15 -2.769 1.222 2.470  0.2399
H16 -2.857 -0.556 2.492  0.2274
C6 -3.321 1.742 -0.572  -1.1888
H17 -4.396 1.805 -0.355  0.4538
H18 -3.161 1.655 -1.654  0.2914
H19 -2.799 2.639 -0.214  0.2011
C7 -0.035 1.485 -2.454  -0.3769
C8 0.030 1.946 -4.867  -0.4912
C9 -0.026 1.041 -3.819  -0.3956
C10 -0.093 2.907 -2.244  0.3465
C11 -0.019 3.796 -3.308  -0.6765
C12 0.044 3.330 -4.629  -0.3746
H20 0.068 1.575 -5.893  0.3481
H21 -0.039 -0.038 -3.996  0.3848
H22 -0.181 3.270 -1.218  0.2025
H23 -0.009 4.866 -3.097  0.3799
H24 0.097 4.036 -5.458  0.3486
C13 0.069 -2.293 1.498  2.4747
O1 -0.791 -1.754 0.490  -0.5067
C14 0.352 -3.770 1.176  -1.4331
H25 0.387 -4.383 2.084  0.4305
H26 1.288 -3.932 0.625  0.2309
H27 -0.484 -4.152 0.571  0.2879
C15 -0.514 -2.178 2.900  -1.6566
H28 -1.552 -2.524 2.878  0.2645
H29 -0.475 -1.159 3.318  0.2394
H30 0.036 -2.841 3.587  0.5287
Cl1 -0.255 2.342 4.350  -0.1589
C16 0.402 3.240 2.968  -0.0060
Cl2 2.183 3.224 2.833  -0.1757
C17 -0.142 2.597 1.681  0.3081
O2 -0.773 3.306 0.899  -0.6009
O3 0.123 1.318 1.547  -0.0621
H31 0.060 4.275 3.010  0.3801

Forces on the atoms, in the same order (eV/Å):
Ti -1.646 1.364 -3.919
P -0.392 0.400 0.244
P 0.912 0.092 0.195
N 0.129 -2.099 3.257
H -0.493 -1.760 0.815
C 0.143 -0.119 -0.048
H -0.275 -0.011 -0.033
H 0.083 0.025 0.282
H 0.172 0.224 -0.108
C 0.424 -0.141 0.022
H -0.171 0.033 0.208
H 0.167 0.154 -0.076
H 0.062 -0.306 -0.223
C 0.026 -0.007 -0.067
H -0.294 -0.042 0.018
H 0.072 -0.252 -0.085
H 0.026 -0.012 0.254
C -0.104 -0.071 -0.064
H 0.206 -0.017 -0.100
H -0.105 0.340 -0.102
H -0.135 -0.011 0.203
C -0.365 0.054 0.068
H 0.197 -0.005 0.211
H -0.130 -0.177 -0.132
H -0.131 0.246 -0.195
C -0.257 0.076 0.079
H 0.189 0.090 -0.144
H -0.025 0.047 0.213
H -0.173 -0.231 -0.110
C -0.184 1.691 -1.874
C -0.025 0.467 -0.051
C 0.136 -0.047 0.987
C 0.220 -0.709 -0.017
C -0.101 -0.329 -0.244
C 0.034 -0.198 0.169
H -0.043 0.105 0.265
H 0.046 0.341 -0.006
H 0.100 -0.156 -0.359
H -0.064 -0.207 -0.112
H -0.002 -0.227 0.207
C 0.197 0.995 -0.861
O 0.787 -0.491 0.667
C 0.336 -0.073 -0.154
H 0.148 0.194 -0.143
H -0.299 0.071 0.040
H 0.287 0.240 0.091
C 0.145 0.107 0.437
H 0.081 0.058 -0.019
H -0.116 -0.227 -0.272
H -0.131 0.318 -0.159
Cl 0.334 0.203 0.076
C -0.256 -0.238 -0.627
Cl -0.223 0.101 0.393
C -0.643 0.017 -1.020
O 0.773 -0.940 1.144
O 0.161 1.319 0.649
H 0.194 -0.269 0.128


2.
Here is the molecule C17H31F3O from the Open Molecules 2025 dataset. Energies are from ωB97M-V/def2-TZVPD.

## Properties
* frontier orbital gap: 10.78 eV
* strongest force on any atom: 0.6 eV Å⁻¹
* HOMO level: -10.40 eV
* SMILES: CCCCCCCCCCCCCCCC(=O)C(F)(F)F
* energy above the lowest of the compared OMol25 structures with the same formula, charge and spin: 0.0 kJ/mol

Last column: Mulliken charge in e.
Atoms and positions in Å:
C1 -1.928 -0.721 -1.912  -0.5136
C2 -1.574 -0.738 -3.394  -0.4721
C3 -0.317 -1.548 -3.718  -0.8987
C4 0.958 -0.999 -3.060  -0.4937
C5 1.359 -1.776 -1.807  -0.2478
C6 2.518 -1.108 -1.072  -0.4658
C7 3.042 -1.929 0.109  -1.1119
C8 2.010 -2.216 1.201  -0.8768
C9 1.534 -0.962 1.932  0.6326
C10 0.404 -1.288 2.907  -0.7299
C11 0.036 -0.127 3.832  -1.1356
C12 -0.340 1.169 3.112  -0.5116
C13 -1.518 1.001 2.153  0.2772
C14 -2.116 2.332 1.700  -1.0904
C15 -1.107 3.261 0.985  -0.7417
C16 -0.612 2.621 -0.267  0.1719
O1 0.251 1.796 -0.362  -0.4403
C17 -1.370 3.096 -1.545  0.8736
F1 -0.873 2.577 -2.663  -0.2370
F2 -2.671 2.769 -1.486  -0.2653
F3 -1.316 4.434 -1.666  -0.2950
H1 -2.072 -1.734 -1.540  0.4508
H2 -2.850 -0.164 -1.752  0.4134
H3 -1.138 -0.248 -1.336  -0.4020
H4 -2.413 -1.161 -3.954  0.3650
H5 -1.430 0.287 -3.740  0.1866
H6 -0.193 -1.546 -4.803  0.3380
H7 -0.466 -2.586 -3.411  0.3686
H8 1.786 -1.041 -3.771  0.5209
H9 0.809 0.051 -2.801  0.1363
H10 1.646 -2.793 -2.090  0.3264
H11 0.501 -1.847 -1.140  0.0827
H12 2.201 -0.121 -0.731  0.0154
H13 3.343 -0.958 -1.774  0.4868
H14 3.415 -2.884 -0.271  0.3980
H15 3.889 -1.401 0.554  0.3711
H16 2.457 -2.900 1.928  0.4441
H17 1.151 -2.727 0.765  0.3599
H18 2.373 -0.523 2.477  0.2892
H19 1.187 -0.231 1.203  -0.4642
H20 0.706 -2.133 3.530  0.4703
H21 -0.477 -1.602 2.343  0.2698
H22 -0.799 -0.438 4.465  0.3592
H23 0.884 0.083 4.488  0.3703
H24 -0.599 1.916 3.868  0.4551
H25 0.531 1.531 2.565  0.2167
H26 -1.202 0.427 1.282  -0.4196
H27 -2.308 0.435 2.652  0.5403
H28 -2.962 2.144 1.037  0.4340
H29 -2.487 2.877 2.571  0.3644
H30 -0.260 3.432 1.649  0.4230
H31 -1.595 4.210 0.761  0.4019

Forces on the atoms, in the same order (eV/Å):
C -0.030 0.077 -0.244
C 0.036 -0.226 0.055
C -0.018 0.302 -0.113
C -0.125 -0.352 0.041
C 0.249 0.448 -0.065
C -0.026 -0.317 0.094
C -0.133 0.027 -0.011
C 0.229 0.246 -0.051
C -0.240 -0.441 0.016
C 0.172 0.281 0.105
C -0.001 -0.001 -0.143
C -0.144 -0.300 0.018
C 0.090 0.254 0.141
C 0.104 -0.103 -0.107
C -0.109 -0.143 0.455
C -0.325 0.350 -0.355
O 0.094 -0.031 -0.001
C 0.060 -0.033 -0.515
F 0.121 -0.118 0.109
F -0.078 -0.134 0.214
F 0.145 0.077 0.164
H -0.010 -0.104 0.108
H -0.073 0.042 0.098
H 0.093 0.045 0.158
H -0.021 0.078 -0.047
H -0.042 0.023 -0.071
H -0.011 -0.098 -0.014
H -0.004 -0.100 -0.043
H 0.048 0.071 0.015
H 0.039 0.130 0.016
H -0.065 -0.098 0.025
H -0.113 -0.106 0.050
H 0.018 0.108 -0.042
H 0.006 0.089 -0.034
H 0.102 -0.001 -0.012
H 0.089 -0.058 0.026
H -0.076 -0.057 0.017
H -0.069 -0.093 0.027
H 0.070 0.116 -0.005
H 0.020 0.178 -0.036
H -0.055 -0.080 -0.035
H -0.046 -0.100 -0.039
H 0.002 0.033 0.094
H -0.004 -0.039 0.087
H 0.045 0.108 -0.015
H 0.051 0.123 -0.010
H -0.042 -0.131 -0.048
H -0.029 -0.093 -0.027
H -0.064 0.065 0.052
H -0.069 0.006 -0.014
H 0.035 0.085 -0.085
H 0.105 -0.005 -0.006


3.
Here is a structure of composition C17H31F3O2P2Tc from the Open Molecules 2025 dataset. Energies are from ωB97M-V/def2-TZVPD.

## Properties
* frontier orbital gap (alpha / beta): 6.76 / 5.58 eV
* strongest force on any atom: 6.1 eV Å⁻¹
* 2S+1: 4
* charge: +2
* HOMO level (alpha / beta): -14.01 / -14.49 eV
* energy above the lowest of the compared OMol25 structures with the same formula, charge and spin: 0.0 kJ/mol

Last column: Löwdin spin population.
Atoms and positions in Å:
P1 0.318 -2.164 1.569  0.0307
P2 0.530 2.447 1.307  0.0060
C1 1.443 0.134 -0.466  0.1334
C2 1.671 1.417 0.341  0.0390
H1 2.217 0.191 -1.257  0.0201
H2 1.785 -0.730 0.144  0.0043
H3 2.453 1.165 1.064  0.0055
H4 2.130 2.157 -0.337  0.0010
C3 -1.053 2.981 0.727  0.0022
H5 -1.454 3.721 1.434  0.0001
H6 -1.778 2.165 0.609  0.0011
H7 -0.918 3.476 -0.242  0.0002
C4 1.566 3.818 1.726  0.0010
H8 1.382 4.597 0.976  0.0000
H9 2.613 3.493 1.664  0.0004
H10 1.330 4.161 2.739  0.0000
C5 -0.799 -3.453 0.918  0.0058
H11 -0.741 -4.336 1.562  0.0012
H12 -0.546 -3.697 -0.120  0.0001
H13 -1.818 -3.047 0.940  0.0012
C6 1.993 -2.850 1.286  0.0054
H14 2.719 -2.030 1.341  0.0003
H15 2.062 -3.305 0.294  0.0001
H16 2.219 -3.582 2.067  0.0011
Tc1 -0.450 -0.291 -1.134  2.0053
C7 -0.056 1.219 -2.362  0.0508
C8 -1.465 1.132 -2.124  0.0762
C9 -2.384 0.493 -3.126  0.0544
C10 -1.951 -0.934 -3.522  0.0690
C11 -1.128 -1.646 -2.465  0.2727
C12 0.313 -1.593 -2.419  0.0495
C13 1.107 -0.828 -3.453  0.0383
C14 0.634 0.659 -3.588  0.0285
C15 0.137 -2.392 3.348  0.0046
H17 0.416 2.129 -1.976  0.0129
H18 -1.882 2.004 -1.635  0.0017
H19 -2.493 1.116 -4.022  0.0116
H20 -3.387 0.435 -2.685  0.0006
H21 -2.856 -1.538 -3.655  0.0046
H22 -1.450 -0.921 -4.496  0.0103
H23 -1.535 -2.616 -2.157  0.0264
H24 0.812 -2.479 -2.010  0.0058
H25 1.038 -1.328 -4.438  0.0057
H26 2.176 -0.846 -3.176  0.0008
H27 1.543 1.251 -3.778  0.0019
H28 0.020 0.767 -4.492  0.0028
H29 0.831 -1.721 3.863  0.0001
H30 0.363 -3.438 3.575  0.0011
H31 -0.870 -2.122 3.673  0.0000
F1 -1.044 -0.305 5.135  0.0000
C16 -1.106 0.948 4.600  0.0000
F2 -2.344 1.438 4.861  0.0000
F3 -0.209 1.724 5.248  0.0000
C17 -0.824 0.941 3.080  -0.0002
O1 -1.548 0.343 2.309  0.0039
O2 0.266 1.672 2.732  0.0004

Forces on the atoms, in the same order (eV/Å):
P -0.531 -0.053 -1.141
P 0.751 -1.275 0.727
C 1.649 -0.028 1.228
C 0.257 0.080 -0.468
H -0.759 -0.005 -0.114
H -0.388 0.799 -0.509
H -0.018 0.482 0.385
H -0.162 0.034 0.288
C -0.438 0.114 -0.495
H 0.141 -0.165 -0.074
H 0.271 0.163 0.146
H 0.000 0.024 0.155
C -0.011 0.120 0.162
H 0.105 0.069 0.251
H -0.258 0.181 0.137
H 0.060 0.152 -0.256
C -0.084 -0.001 0.236
H -0.131 -0.085 -0.340
H -0.023 -0.095 0.221
H 0.138 -0.246 0.031
C -0.083 0.225 0.064
H 0.077 -0.285 0.082
H 0.044 0.001 0.160
H 0.097 0.006 -0.250
Tc 1.824 0.451 5.755
C -0.110 1.992 -1.147
C -0.462 1.243 -2.030
C -0.871 -0.173 0.077
C -0.558 -0.241 -0.189
C -0.380 -3.186 -2.692
C -0.669 -1.670 -1.990
C 0.447 0.407 -0.125
C 0.906 -0.143 -0.714
C -0.092 0.351 0.240
H -0.050 -0.339 0.099
H -0.130 -0.277 0.494
H 0.157 0.005 0.116
H 0.183 0.060 -0.048
H 0.156 0.188 -0.069
H 0.181 -0.105 0.246
H -0.079 0.447 0.314
H -0.147 0.351 0.321
H -0.110 0.084 0.446
H -0.528 -0.049 -0.082
H -0.409 -0.097 0.053
H -0.039 0.059 0.380
H 0.028 -0.254 0.088
H -0.069 0.187 0.194
H 0.098 -0.268 -0.066
F -0.004 1.410 -0.947
C -0.213 0.049 2.385
F 1.272 -0.473 -0.780
F -0.641 -0.636 -0.652
C -1.734 -1.279 -1.317
O 1.445 1.358 1.131
O -0.104 0.333 -0.118